(1)
{"formula": "C4H4N2O2", "method": "ωB97M-V/def2-TZVPD", "elements": ["H", "N", "C", "O", "C", "O", "N", "C", "C", "H", "H", "H"], "xyz": [[1.206373, -2.969769, 0.230181], [0.675025, -2.047704, 0.271640], [1.432083, -1.005242, 0.230431], [2.777128, -1.008091, 0.204992], [3.209090, 0.249892, -0.120912], [4.356605, 0.504734, -0.215769], [2.066224, 1.115790, -0.231987], [0.965136, 0.450180, 0.038118], [-0.427573, 0.947081, -0.174151], [-1.132846, 0.104013, -0.104665], [-0.396529, 1.364914, -1.241970], [-0.776281, 1.783415, 0.550298]], "atomic_forces_ev_per_a": [[-0.57, 1.67, 0.24], [1.66, 0.70, -0.20], [-2.62, -1.75, 0.08], [0.10, -0.73, -0.06], [-0.86, 0.65, 0.60], [0.07, 0.31, -0.28], [-1.48, -0.09, 0.31], [3.25, -0.35, -0.72], [-0.35, 1.06, -0.23], [0.28, 0.39, -0.09], [-0.38, -0.47, 1.57], [0.91, -1.41, -1.21]], "orbital_gap_ha": 0.36100, "e_lumo_ev": -1.0, "max_force_ev_per_a": 3.346, "relative_energy_ev": 1.130, "e_tot_ha": -414.8047}

=====

(2)
{"formula": "C4H4N2O2", "method": "ωB97M-V/def2-TZVPD", "elements": ["O", "C", "N", "C", "N", "C", "C", "O", "H", "H", "H", "H"], "xyz": [[-0.188436, 2.156617, 0.001514], [0.331477, 1.054670, 0.001309], [1.674210, 0.748890, -0.016624], [1.851764, -0.617402, 0.032232], [0.720720, -1.274002, -0.023941], [-0.265342, -0.304330, 0.000778], [-1.567558, -0.635719, -0.006791], [-2.540383, 0.282957, 0.004594], [2.382956, 1.480780, 0.004919], [2.862414, -1.026802, -0.020492], [-1.872938, -1.680545, 0.075429], [-3.388879, -0.185118, -0.052924]], "atomic_forces_ev_per_a": [[0.55, -0.50, 0.04], [-1.15, 0.24, -0.17], [0.96, 1.06, 0.33], [-1.13, -0.62, -0.82], [2.25, -0.12, 0.57], [-0.82, 0.38, -0.24], [0.15, 0.03, 0.42], [-0.50, -0.36, -0.15], [-0.28, -0.56, 0.02], [-0.50, -0.10, 0.17], [0.21, 0.16, -0.25], [0.27, 0.39, 0.07]], "orbital_gap_ha": 0.32260, "e_lumo_ev": 0.4, "max_force_ev_per_a": 2.322, "relative_energy_ev": 1.063, "e_tot_ha": -414.8071}

=====

(3)
{"formula": "C4H4N2O2", "method": "ωB97M-V/def2-TZVPD", "elements": ["H", "N", "C", "O", "N", "C", "C", "O", "C", "H", "H", "H"], "xyz": [[-0.926364, 1.953314, 2.481577], [-0.480938, 1.942944, 1.358670], [-0.508230, 0.843696, 0.620428], [-1.377021, -0.225975, 0.998042], [-1.020647, -1.470226, -0.065219], [-0.033563, -0.787739, -0.893183], [0.164723, 0.395656, -0.450468], [1.516260, 0.454949, -0.712321], [1.659082, -0.968460, -1.093747], [-1.884331, -1.458644, -0.735052], [2.170987, -1.469030, -0.119070], [2.344818, -1.065374, -2.065573]], "atomic_forces_ev_per_a": [[1.19, -0.84, -4.72], [-0.21, -2.16, 1.24], [-4.73, 3.06, 7.66], [1.08, -1.19, -2.61], [-1.53, 2.00, -1.37], [-0.43, -5.57, 0.21], [5.51, 0.98, -3.12], [2.10, 1.80, -0.57], [-0.50, 1.31, 1.70], [1.24, -0.07, 2.10], [-1.59, 0.73, -2.55], [-2.14, -0.06, 2.02]], "orbital_gap_ha": 0.32001, "e_lumo_ev": -0.6, "max_force_ev_per_a": 9.514, "relative_energy_ev": 8.657, "e_tot_ha": -414.5281}

=====

(4)
{"formula": "C4H4N2O2", "method": "ωB97M-V/def2-TZVPD", "elements": ["C", "C", "C", "C", "H", "H", "H", "H", "N", "N", "O", "O"], "xyz": [[-0.086809, -1.068856, 0.761078], [0.782778, -0.517162, -0.101454], [1.283926, 0.808224, -1.537752], [0.226778, 0.691144, -0.474113], [-2.840655, -0.564260, 1.870873], [-0.226880, -1.978001, 1.260632], [1.939680, 1.632296, -1.215047], [0.985188, 0.754410, -2.480679], [-1.165763, -0.163591, 0.854773], [-0.901958, 0.929751, 0.110154], [-1.846280, 0.024150, 2.022654], [1.849996, -0.548105, -1.071119]], "atomic_forces_ev_per_a": [[-0.62, -0.45, 0.57], [0.73, -0.32, -0.85], [1.64, 0.40, 4.97], [-0.29, -0.96, 0.13], [4.32, 2.73, 0.69], [0.29, -1.07, 0.63], [0.27, -0.45, -0.92], [-0.96, -0.07, -4.14], [2.32, -0.11, -1.11], [-1.42, 1.99, -0.16], [-4.62, -2.80, -0.63], [-1.65, 1.12, 0.80]], "orbital_gap_ha": 0.34881, "e_lumo_ev": 0.4, "max_force_ev_per_a": 5.443, "relative_energy_ev": 6.883, "e_tot_ha": -414.5932}

=====

(5)
{"formula": "C4H4N2O2", "method": "ωB97M-V/def2-TZVPD", "elements": ["C", "O", "C", "N", "C", "N", "C", "O", "H", "H", "H", "H"], "xyz": [[1.959626, -0.245623, 0.047696], [0.869198, -1.236202, -0.128935], [-0.245281, -0.406483, -0.346588], [-0.048432, 0.887790, -0.080236], [-1.425821, 1.352770, 0.053868], [-2.368250, 0.444380, -0.151887], [-1.702814, -0.864314, -0.152107], [-2.108813, -2.034749, 0.131877], [2.819363, -0.898280, 0.098747], [1.900157, 0.305793, 0.961779], [1.838564, 0.339221, -0.778240], [-1.487500, 2.355693, 0.344030]], "atomic_forces_ev_per_a": [[0.83, -3.84, 1.30], [-2.62, 2.91, -0.71], [3.89, 0.07, 3.29], [-3.25, -2.03, -0.95], [0.42, -4.77, -1.51], [0.23, 0.53, 1.50], [-1.20, -2.31, 0.46], [1.65, 5.85, -1.53], [0.48, 0.15, -0.40], [-0.41, 0.25, 0.46], [0.92, 1.83, -1.96], [-0.94, 1.37, 0.05]], "orbital_gap_ha": 0.31390, "e_lumo_ev": -1.9, "max_force_ev_per_a": 6.270, "relative_energy_ev": 3.779, "e_tot_ha": -414.7073}

=====

(6)
{"formula": "C4H4N2O2", "method": "ωB97M-V/def2-TZVPD", "elements": ["C", "C", "C", "C", "H", "H", "H", "H", "N", "N", "O", "O"], "xyz": [[0.317530, -0.904758, -1.027857], [-0.135734, 0.309118, -0.848572], [-0.778408, 1.860713, 0.106314], [0.040011, 0.671729, 0.354256], [0.976953, -2.596458, 1.600542], [0.508688, -1.485579, -1.988084], [-0.268704, 2.738412, 0.226245], [-1.662016, 1.967336, 0.796220], [0.741605, -1.161570, 0.270413], [0.384260, -0.248092, 1.196766], [0.817509, -2.591382, 0.579403], [-0.941692, 1.440531, -1.265647]], "atomic_forces_ev_per_a": [[1.48, -3.02, -2.03], [-2.40, 2.12, -6.92], [-1.80, 0.13, 2.45], [-1.18, 2.95, 6.50], [-0.32, 0.15, -2.58], [-0.33, 0.35, 2.09], [1.36, 2.58, -0.34], [0.18, -0.45, -1.29], [0.40, -4.14, -0.17], [1.40, -1.56, -0.14], [0.46, 2.04, 2.65], [0.74, -1.15, -0.22]], "orbital_gap_ha": 0.35786, "e_lumo_ev": 0.6, "max_force_ev_per_a": 7.622, "relative_energy_ev": 7.241, "e_tot_ha": -414.5801}